C49H51CaN11 | ωB97M-V/def2-TZVPD

Cartesian coordinates (Å):
Ca  -0.8202  0.6735  0.8955
C  -1.0090  0.7206  4.0746
C  0.5262  0.8075  4.0843
C  1.2974  -0.1794  3.2006
C  2.3866  -0.7786  3.7795
C  3.0869  -1.8020  3.0491
C  2.7088  -2.1460  1.8124
C  1.4837  -1.5302  1.1783
N  0.8521  -0.4132  1.9407
N  -1.7046  1.4218  2.9619
C  -1.5626  2.8817  3.1175
C  -0.2692  3.4432  2.5875
C  0.2473  4.6040  3.1547
C  1.4639  5.0876  2.7192
C  2.1432  4.3829  1.7340
C  1.5450  3.2566  1.2127
N  0.3498  2.7925  1.5979
C  -3.1387  1.0957  2.9358
C  -3.7994  1.5614  1.6481
C  -5.1799  1.4947  1.5157
C  -5.7601  1.9606  0.3514
C  -4.9450  2.4960  -0.6371
C  -3.5813  2.5048  -0.4300
N  -3.0051  2.0344  0.6840
H  -1.2660  -0.3371  4.0401
H  -1.3966  1.1061  5.0257
H  0.8722  1.8263  3.9124
H  0.8202  0.5776  5.1082
H  2.6467  -0.5705  4.8064
H  3.9158  -2.3157  3.5254
H  3.1633  -2.9784  1.2850
H  0.7591  -2.3376  1.0835
H  -2.3791  3.3748  2.5917
H  -1.6549  3.1500  4.1765
H  -0.2972  5.1016  3.9464
H  1.8862  5.9856  3.1498
H  3.1104  4.7075  1.3766
H  2.0331  2.6895  0.4301
H  -3.2703  0.0167  3.0310
H  -3.6623  1.5491  3.7878
H  -5.7838  1.0894  2.3178
H  -6.8335  1.9211  0.2207
H  -5.3608  2.8965  -1.5510
H  -2.9072  2.8951  -1.1815
C  2.2893  -4.0910  -4.7248
C  2.4450  -2.8291  -4.3229
C  2.0921  -2.4211  -2.9270
C  1.2481  -3.4325  -2.2326
C  1.2123  -4.8072  -2.6377
C  1.7302  -5.1147  -3.8397
N  0.4042  -2.8793  -1.3958
N  -0.6218  -3.6156  -0.9440
C  -1.4194  -3.2532  0.0847
C  -2.3869  -4.2412  0.4258
C  -3.1326  -4.1072  1.5600
C  -2.9155  -2.9921  2.3888
C  -2.0039  -2.0670  1.9557
N  -1.3072  -2.1239  0.8075
H  2.5866  -4.3829  -5.7232
H  2.8939  -2.0867  -4.9725
H  3.0316  -2.2513  -2.3763
H  0.7110  -5.5308  -2.0132
H  1.6983  -6.1371  -4.1919
H  -2.4659  -5.1081  -0.2145
H  -3.8514  -4.8683  1.8346
H  -3.4293  -2.8674  3.3317
H  -1.7811  -1.2055  2.5712
N  -2.1332  0.4783  -3.3842
C  -1.1836  1.4501  -3.1359
C  -0.7294  2.1611  -4.2653
C  0.1646  3.1876  -4.1046
C  0.6013  3.4984  -2.8175
C  0.1294  2.7253  -1.7863
N  -0.7306  1.6965  -1.9082
C  -3.0347  -0.1933  -2.5529
C  -4.1826  -0.6930  -3.1798
C  -5.1129  -1.3685  -2.4273
C  -4.8851  -1.5083  -1.0633
C  -3.7229  -0.9842  -0.5469
N  -2.7768  -0.3472  -1.2613
H  -2.3957  0.4297  -4.3546
H  -1.1138  1.9128  -5.2467
H  0.5026  3.7557  -4.9614
H  1.2788  4.3187  -2.6275
H  0.4329  2.9468  -0.7766
H  -4.3335  -0.5371  -4.2405
H  -6.0057  -1.7680  -2.8896
H  -5.5836  -2.0211  -0.4177
H  -3.5358  -1.0841  0.5110
C  6.0321  0.9719  0.6703
N  5.0326  0.1305  -0.0440
C  5.3741  -1.3170  0.0758
C  3.6259  0.4365  0.4341
C  2.6146  -0.0727  -0.5587
C  2.6821  0.5754  -1.8799
C  2.0027  0.0992  -2.9163
C  1.2145  -1.1562  -2.7465
C  0.6585  -1.3948  -1.3275
C  1.6856  -0.9999  -0.2507
H  7.0291  0.7251  0.3146
H  5.9536  0.7596  1.7342
H  5.8172  2.0203  0.4818
H  5.0635  0.3644  -1.0382
H  5.3853  -1.5768  1.1301
H  6.3504  -1.4821  -0.3737
H  4.6123  -1.9004  -0.4326
H  3.5847  1.5210  0.5252
H  3.5177  -0.0125  1.4165
H  3.2582  1.4936  -1.9778
H  2.0348  0.5786  -3.8867
H  0.3909  -1.2074  -3.4613
H  -0.3090  -0.9176  -1.1463

For the HOMO-LUMO gap, the calculation gives 5.9 eV. The value obtained for the HOMO energy is -10.51 eV. As for the total charge: +2.



C49H53N5NiO2PTe | ωB97M-V/def2-TZVPD

Cartesian coordinates (Å):
Ni  -0.7139  -1.0329  0.0732
N  -3.6903  -4.0792  0.2797
C  -2.8686  -4.9516  -0.3901
C  -1.7684  -4.2795  -0.7307
N  -1.8774  -2.9896  -0.2849
C  -3.0648  -2.9028  0.2776
C  -3.5651  -1.6539  0.8194
N  -2.8540  -0.5620  0.6561
C  -3.4487  0.4193  1.4290
C  -4.5771  -0.1101  2.0513
N  -4.6263  -1.4153  1.6489
H  -4.5983  -4.2774  0.6978
H  -3.1074  -6.0005  -0.5328
H  -0.9432  -4.5979  -1.3564
H  -2.9635  1.3543  1.4542
H  -5.3579  0.3555  2.6192
H  -5.3416  -2.0805  1.8628
C  -0.0191  5.9147  0.9868
C  0.0247  4.4173  0.9280
C  0.1415  3.7649  2.2048
C  -0.1105  2.4267  2.2545
C  -0.3399  1.7868  3.5840
O  -1.3557  1.1688  3.8404
C  0.7883  1.8337  4.6344
C  2.1423  1.9473  4.2349
C  3.0951  1.7754  5.2106
C  2.7655  1.7063  6.5597
C  1.4343  1.7178  6.9507
C  0.4361  1.6932  5.9538
C  -0.3202  1.6341  1.1051
O  -0.3106  0.3501  1.3205
C  -0.3788  2.2259  -0.1867
C  -0.2535  3.6745  -0.2104
C  -0.4988  1.4739  -1.4453
N  -0.6453  0.1965  -1.5702
C  -0.9274  -0.3311  -2.9270
C  -1.7184  -1.6389  -2.8786
Te  -2.6276  -2.2684  -4.7202
C  -3.7504  -0.4990  -4.9494
C  -4.3894  0.0615  -3.8449
C  -4.9938  1.2843  -3.9870
C  -5.0184  1.9096  -5.2363
C  -4.4798  1.2905  -6.3564
C  -3.8417  0.0600  -6.2258
C  -0.2855  2.2909  -2.6631
C  -1.3340  2.9086  -3.2978
C  -1.1155  3.5547  -4.4974
C  0.1603  3.6316  -4.9817
C  1.2469  3.0826  -4.3420
C  1.0380  2.3531  -3.1558
H  -0.9047  6.2562  1.5461
H  -0.1172  6.3117  -0.0221
H  0.9069  6.3516  1.3971
H  0.3380  4.3347  3.1049
H  2.4778  2.0599  3.2071
H  4.1629  1.8024  4.9533
H  3.5515  1.6869  7.2946
H  1.1379  1.6579  8.0265
H  -0.6708  1.6523  6.1384
H  -0.4044  4.2029  -1.1355
H  0.0093  -0.5655  -3.4511
H  -1.5212  0.3841  -3.5092
H  -2.4732  -1.5829  -2.0780
H  -1.0927  -2.4771  -2.6165
H  -4.3418  -0.4152  -2.8663
H  -5.4824  1.6999  -3.1119
H  -5.5563  2.8661  -5.3305
H  -4.6843  1.7602  -7.3167
H  -3.3856  -0.4216  -7.0708
H  -2.3924  2.8095  -3.0175
H  -1.9045  4.1258  -4.9991
H  0.4100  4.2458  -5.8691
H  2.2703  3.2062  -4.6553
H  1.9259  1.9300  -2.6956
C  2.3394  -2.0651  -1.9444
C  2.6347  -2.7882  -0.6344
C  2.0263  -4.2029  -0.7661
C  4.1263  -2.8942  -0.4405
P  1.6689  -1.9039  0.6701
C  2.6916  -0.4198  0.9335
C  2.5018  0.6970  0.1246
C  3.4635  1.6832  0.0471
C  4.6776  1.5984  0.7222
C  4.8835  0.4704  1.5352
C  3.8826  -0.4691  1.6877
C  1.5209  -2.7465  2.2752
C  1.2668  -1.6761  3.3381
C  0.2310  -3.5054  2.1207
C  2.6615  -3.6570  2.7388
H  2.7612  -2.6332  -2.7659
H  2.7207  -1.0151  -1.9782
H  1.2854  -1.9665  -2.1568
H  2.4143  -4.6384  -1.7007
H  0.9433  -4.2352  -0.7669
H  2.3770  -4.8537  0.0477
H  4.5815  -3.3927  -1.2592
H  4.3124  -3.4188  0.4904
H  4.5586  -1.8665  -0.3477
H  1.6152  0.6856  -0.5321
H  3.2715  2.5606  -0.5690
H  5.3975  2.3285  0.4889
H  5.7940  0.2825  2.0744
H  4.0461  -1.3726  2.2833
H  0.4511  -0.9666  3.0625
H  2.1288  -1.0366  3.5247
H  0.9226  -2.2077  4.2240
H  -0.6379  -2.8748  1.9186
H  0.0427  -4.1826  2.9662
H  0.2644  -4.1917  1.2648
H  3.6081  -3.1297  2.7007
H  2.6719  -4.5081  2.0777
H  2.4417  -3.9633  3.7553

For the HOMO-LUMO gap (spin up / spin down), the calculation gives 7.6 / 7.5 eV. The value obtained for the HOMO energy (spin up / spin down) is -9.76 / -9.70 eV. The energy above the lowest of the compared OMol25 structures with the same formula, charge and spin comes out at 0.00 kJ/mol. As for the total charge: +1. As for the spin multiplicity: 3. Its expectation value of S² is 2.01.



C49H54As2F6Ge2MoO3S8 | ωB97M-V/def2-TZVPD

Cartesian coordinates (Å):
Mo  0.4409  0.2443  0.0554
C  -3.4365  3.1239  -5.9838
C  -2.3626  3.8888  -5.2709
C  -1.1682  4.1998  -5.9072
C  -0.1548  4.8739  -5.2490
C  1.1322  5.2062  -5.9428
C  -0.3379  5.2441  -3.9136
C  -1.5382  4.9611  -3.2625
C  -1.7932  5.4059  -1.8527
C  -2.5337  4.2847  -3.9538
C  0.7479  5.9547  -3.2050
C  0.8354  7.3399  -3.2463
C  1.8495  7.9903  -2.5675
C  2.7593  7.2644  -1.8241
C  2.6842  5.8759  -1.7640
C  1.6853  5.2266  -2.4803
Ge  1.5571  3.2169  -2.4859
S  0.1358  2.4626  -0.9983
S  1.0908  1.9960  -4.3819
Ge  2.6171  0.5870  -3.3994
S  1.7268  -0.6815  -1.7796
S  3.6411  2.3117  -2.3018
C  3.9428  -0.3238  -4.6232
C  5.1027  -0.8466  -4.0581
C  6.0619  -1.4240  -4.8818
C  5.8747  -1.4795  -6.2496
C  4.7224  -0.9576  -6.8034
C  3.7443  -0.3821  -5.9971
C  2.5044  0.0992  -6.6413
C  1.3690  -0.7135  -6.6338
C  1.3750  -2.0326  -5.9253
C  0.2317  -0.2791  -7.2963
C  0.2036  0.9315  -7.9715
C  -1.0278  1.3542  -8.7158
C  1.3451  1.7212  -7.9722
C  2.4952  1.3243  -7.3110
C  3.7139  2.2007  -7.2952
C  5.3357  -0.8094  -2.5972
C  4.8509  -1.8263  -1.7733
C  4.0927  -2.9960  -2.3268
C  5.1139  -1.7701  -0.4112
C  5.8322  -0.7266  0.1489
C  6.0330  -0.6521  1.6300
C  6.3371  0.2558  -0.6931
C  6.1148  0.2204  -2.0599
C  6.7256  1.2517  -2.9620
C  3.6701  5.1777  -0.9074
C  4.9720  4.9713  -1.3641
C  5.3785  5.3337  -2.7617
C  5.9106  4.4074  -0.5104
C  5.5871  4.0550  0.7885
C  6.5953  3.4310  1.7048
C  4.2890  4.2815  1.2327
C  3.3242  4.8343  0.4044
C  1.9350  5.0461  0.9220
H  -3.3649  3.2696  -7.0603
H  -4.4243  3.4328  -5.6445
H  -3.3261  2.0589  -5.7742
H  -1.0148  3.8930  -6.9316
H  1.0928  4.9079  -6.9870
H  1.9567  4.6773  -5.4620
H  1.3399  6.2751  -5.8846
H  -0.8815  5.7511  -1.3717
H  -2.2035  4.5864  -1.2668
H  -2.5196  6.2199  -1.8427
H  -3.4582  4.0566  -3.4416
H  0.0988  7.9006  -3.8054
H  1.9242  9.0672  -2.6074
H  3.5391  7.7664  -1.2687
H  6.9498  -1.8434  -4.4306
H  6.6194  -1.9439  -6.8811
H  4.5527  -1.0096  -7.8699
H  2.3489  -2.5143  -5.9993
H  0.6134  -2.6914  -6.3336
H  1.1451  -1.8916  -4.8673
H  -0.6548  -0.8973  -7.2775
H  -1.9227  1.0151  -8.1995
H  -1.0243  0.9169  -9.7160
H  -1.0661  2.4361  -8.8220
H  1.3413  2.6689  -8.4950
H  3.5022  3.1622  -7.7579
H  4.5381  1.7294  -7.8315
H  4.0425  2.3683  -6.2688
H  3.7863  -2.8214  -3.3560
H  3.2041  -3.1849  -1.7276
H  4.7142  -3.8920  -2.2960
H  4.7373  -2.5572  0.2242
H  6.0748  -1.6455  2.0694
H  5.1867  -0.1282  2.0741
H  6.9444  -0.1113  1.8745
H  6.9179  1.0681  -0.2796
H  7.1636  2.0557  -2.3766
H  5.9733  1.6721  -3.6276
H  7.5022  0.8006  -3.5804
H  4.5124  5.5730  -3.3733
H  5.9068  4.4975  -3.2152
H  6.0469  6.1958  -2.7546
H  6.9168  4.2450  -0.8738
H  7.5759  3.3905  1.2347
H  6.2864  2.4177  1.9590
H  6.6730  3.9979  2.6321
H  4.0234  4.0334  2.2526
H  1.9148  5.0093  2.0086
H  1.2764  4.2541  0.5574
H  1.5234  5.9960  0.5854
S  -2.1389  0.6715  4.1309
As  -0.3314  0.1088  3.1758
S  -0.5785  -1.3979  1.5813
S  0.6190  1.7358  2.0356
S  0.8896  -0.4998  4.8102
O  -1.9630  1.0182  0.4859
H  -2.6083  0.3003  0.3715
H  -2.2945  1.7907  0.0101
O  3.4890  1.3166  0.7366
H  3.3839  2.1985  1.1117
H  4.0079  1.4308  -0.0694
O  2.7419  -1.3519  1.3842
C  1.9380  -0.7167  0.8804
F  -1.2179  -0.1729  -2.0642
As  -1.8243  -1.8691  -2.1007
F  -0.8849  -2.2581  -3.5049
F  -0.5022  -2.3880  -1.0661
F  -3.1289  -1.2701  -3.1183
F  -2.7857  -1.4161  -0.6734
F  -2.5236  -3.4601  -2.0322

For the HOMO-LUMO gap (spin up / spin down), the calculation gives 3.7 / 3.9 eV. The value obtained for the HOMO energy (spin up / spin down) is -4.73 / -4.73 eV. As for the total charge: -1. As for the spin multiplicity: 2. Its expectation value of S² is 0.79.



C49H54BrCuGeO2P2S2 | ωB97M-V/def2-TZVPD

Cartesian coordinates (Å):
Cu  0.4193  -0.9743  0.7932
C  -1.9725  -5.0795  5.4515
C  -2.5931  -3.8440  4.7762
C  -3.9960  -3.5919  5.3518
C  -1.7039  -2.6327  5.0504
C  -1.3989  -2.2301  6.3474
C  -0.5682  -1.1474  6.5973
C  -0.0081  -0.4434  5.5410
C  -0.2910  -0.8095  4.2334
P  0.4480  0.0801  2.7931
C  2.1718  0.1617  3.4088
C  2.7505  -1.1031  3.5531
C  4.0672  -1.2424  3.9496
C  4.8407  -0.1150  4.1987
C  4.2851  1.1417  4.0418
C  2.9581  1.2839  3.6450
C  -0.4586  1.6602  2.9198
C  -1.8490  1.5163  2.9472
C  -2.6790  2.6241  2.9601
C  -2.1328  3.9024  2.9456
C  -0.7572  4.0552  2.8893
C  0.0769  2.9421  2.8601
C  -1.1484  -1.8865  4.0217
O  -1.4163  -2.1453  2.7148
C  -2.0788  -3.2750  2.3484
C  -2.0917  -3.5174  0.9739
C  -2.7912  -4.6202  0.5087
C  -3.4593  -5.4465  1.4024
C  -3.4004  -5.1897  2.7639
C  -2.6955  -4.1027  3.2736
P  -1.1698  -2.3483  -0.1155
C  -0.4401  -3.4907  -1.3297
C  -0.4980  -3.3338  -2.7084
C  0.2237  -4.1838  -3.5390
C  1.0291  -5.1718  -2.9981
C  1.1203  -5.3124  -1.6178
C  0.3894  -4.4785  -0.7915
C  -2.5648  -1.4841  -0.9182
C  -3.3586  -2.0357  -1.9243
C  -4.4272  -1.3178  -2.4432
C  -4.7274  -0.0551  -1.9435
C  -3.9502  0.4931  -0.9319
C  -2.8650  -0.2132  -0.4308
H  -1.8905  -4.9337  6.5308
H  -0.9724  -5.2694  5.0547
H  -2.5838  -5.9675  5.2763
H  -3.9472  -3.4272  6.4312
H  -4.6492  -4.4480  5.1675
H  -4.4493  -2.7114  4.8898
H  -1.8226  -2.7727  7.1862
H  -0.3496  -0.8593  7.6185
H  0.6599  0.3902  5.7311
H  2.1653  -1.9889  3.3251
H  4.5012  -2.2299  4.0409
H  5.8818  -0.2208  4.4782
H  4.8854  2.0268  4.2200
H  2.5625  2.2792  3.5270
H  -2.2865  0.5218  2.9486
H  -3.7540  2.4912  2.9783
H  -2.7781  4.7718  2.9566
H  -0.3217  5.0468  2.8583
H  1.1375  3.1004  2.7440
H  -2.7982  -4.8403  -0.5528
H  -4.0184  -6.2999  1.0386
H  -3.9146  -5.8556  3.4488
H  -1.0847  -2.5337  -3.1438
H  0.1577  -4.0682  -4.6136
H  1.5982  -5.8251  -3.6480
H  1.7739  -6.0608  -1.1887
H  0.4789  -4.5749  0.2857
H  -3.1410  -3.0293  -2.2997
H  -5.0357  -1.7441  -3.2333
H  -5.5687  0.4982  -2.3443
H  -4.1843  1.4785  -0.5443
H  -2.2414  0.2277  0.3402
Br  0.0923  2.1622  -0.5515
C  -1.5266  1.1071  -7.3408
C  -0.9468  1.5309  -5.9926
C  -1.8939  1.2448  -4.8267
C  -1.4957  1.9480  -3.5198
Ge  0.0566  1.1249  -2.6402
C  1.8381  1.2539  -3.4364
C  2.6610  2.4456  -2.9514
C  2.0916  3.7981  -3.3849
C  2.2146  4.0593  -4.8857
H  -0.8167  1.2883  -8.1502
H  -2.4371  1.6703  -7.5630
H  -1.7795  0.0438  -7.3407
H  -0.7198  2.6012  -6.0117
H  -0.0037  1.0020  -5.8288
H  -1.9362  0.1606  -4.6604
H  -2.9076  1.5518  -5.1062
H  -2.3023  1.8653  -2.7922
H  -1.3232  3.0135  -3.6941
H  -0.3640  -0.3265  -2.3777
H  1.7221  1.2761  -4.5238
H  2.3261  0.3132  -3.1770
H  3.6819  2.3462  -3.3354
H  2.7263  2.4157  -1.8628
H  2.6129  4.5906  -2.8420
H  1.0384  3.8557  -3.0903
H  3.2597  4.0088  -5.2020
H  1.8347  5.0513  -5.1390
H  1.6496  3.3296  -5.4710
C  4.7406  1.4167  0.3192
O  3.5501  0.6800  0.0310
C  3.6110  -0.6616  -0.1163
S  4.9629  -1.5514  0.2117
S  2.1233  -1.3219  -0.7115
H  4.4126  2.4293  0.5468
H  5.3982  1.4195  -0.5512
H  5.2804  0.9874  1.1585

For the HOMO-LUMO gap, the calculation gives 7.3 eV. The value obtained for the HOMO energy is -6.86 eV. The energy above the lowest of the compared OMol25 structures with the same formula, charge and spin comes out at 40.86 kJ/mol.



Here are the calculated max |F| numbers, same order: 1.77, 2.62, 3.77, 0.48 (eV Å⁻¹).